DFT (ωB97M-V/def2-TZVPD) results for a structure of composition C52H45BBr2CsN11OS.

The frontier orbital gap comes out at 6.0 eV. The HOMO energy comes out at -3.028 eV. As for the lowest unoccupied orbital energy: 3.01 eV. Its total charge is -2. The value obtained for the energy relative to the best compared isomer or geometry (same formula, charge and spin) is 1.712 eV.

Last column: Mulliken charge in e.
Positions of all 114 atoms, in Å:
Cs  -0.125  0.824  0.872  1.38
C  -5.218  -4.329  -0.394  -1.39
C  -4.049  -3.725  0.307  0.53
C  -3.710  -3.910  1.629  -1.45
C  -2.507  -3.196  1.799  0.22
N  -2.166  -2.630  0.644  -0.50
N  -3.097  -2.940  -0.255  1.39
B  -2.981  -2.459  -1.721  -1.27
N  -1.573  -2.780  -2.248  1.70
N  -0.871  -1.916  -2.952  -0.83
C  0.260  -2.512  -3.326  0.06
C  0.263  -3.842  -2.855  -1.53
C  -0.931  -3.971  -2.174  0.51
C  -1.475  -5.173  -1.483  -1.21
C  1.255  -1.788  -4.088  0.85
C  2.427  -2.389  -4.548  -0.46
C  3.357  -1.660  -5.265  -0.68
C  3.148  -0.316  -5.528  -0.55
C  1.989  0.293  -5.063  -0.46
C  1.052  -0.433  -4.359  -0.38
N  -3.249  -0.948  -1.814  0.78
N  -2.291  -0.040  -1.889  -0.11
C  -2.858  1.148  -2.072  -0.08
C  -4.260  0.993  -2.098  -1.46
C  -4.465  -0.360  -1.935  0.59
C  -5.769  -1.072  -1.860  -1.56
C  -2.084  2.362  -2.268  0.64
C  -0.694  2.312  -2.398  1.06
C  0.035  3.465  -2.610  -0.57
C  -0.597  4.695  -2.694  -0.55
C  -1.974  4.757  -2.568  -0.72
C  -2.711  3.606  -2.358  -1.10
C  -1.700  -3.123  3.006  0.08
C  -2.232  -3.505  4.238  -0.65
C  -1.457  -3.496  5.380  -0.71
C  -0.129  -3.110  5.316  -0.80
C  0.406  -2.710  4.101  -0.01
C  -0.368  -2.710  2.957  0.57
H  -5.661  -5.087  0.252  0.42
H  -4.915  -4.795  -1.330  0.26
H  -5.976  -3.580  -0.621  0.13
H  -4.252  -4.496  2.348  0.45
H  -3.778  -3.055  -2.397  -0.04
H  1.009  -4.605  -2.994  0.38
H  -0.832  -6.030  -1.678  0.42
H  -2.485  -5.396  -1.827  0.16
H  -1.519  -5.004  -0.408  0.13
H  2.608  -3.435  -4.344  0.33
H  4.257  -2.146  -5.623  0.35
H  3.879  0.246  -6.097  0.37
H  1.820  1.344  -5.254  0.42
H  0.150  0.019  -3.982  0.62
H  -5.017  1.744  -2.228  0.39
H  -6.560  -0.441  -2.265  0.42
H  -6.002  -1.299  -0.820  0.16
H  -5.739  -2.007  -2.416  0.36
H  -0.201  1.356  -2.323  0.50
H  1.111  3.416  -2.700  0.23
H  -0.020  5.598  -2.847  0.40
H  -2.474  5.717  -2.619  0.36
H  -3.784  3.680  -2.252  0.31
H  -3.268  -3.800  4.308  0.31
H  -1.899  -3.785  6.325  0.35
H  0.488  -3.114  6.206  0.41
H  1.442  -2.399  4.051  0.17
H  0.043  -2.394  2.012  0.43
Br  6.547  -3.884  1.691  -0.23
C  4.859  -2.976  1.683  -0.43
C  3.872  -3.373  0.792  -0.44
C  2.697  -2.622  0.799  -1.03
N  2.485  -1.609  1.597  0.64
C  3.420  -1.259  2.492  0.93
C  4.656  -1.928  2.546  -0.89
C  3.073  -0.164  3.383  0.36
C  3.866  0.217  4.482  -1.21
C  3.409  1.250  5.265  0.06
Br  4.457  1.790  6.777  -0.24
C  2.217  1.897  4.987  -0.89
C  1.512  1.438  3.875  -0.25
N  1.921  0.458  3.112  0.84
H  4.010  -4.202  0.117  0.51
H  1.892  -2.853  0.115  0.64
H  5.423  -1.628  3.241  0.53
H  4.789  -0.287  4.728  0.47
H  1.846  2.708  5.592  0.43
H  0.573  1.899  3.606  0.18
C  3.574  2.165  -1.215  -0.60
S  3.011  0.613  -0.424  0.77
C  4.007  -0.488  -1.530  -0.89
O  1.633  0.408  -0.855  -0.75
H  4.621  2.308  -0.974  0.44
H  2.963  2.948  -0.753  -0.34
H  3.416  2.122  -2.286  0.28
H  5.060  -0.413  -1.279  0.47
H  3.821  -0.221  -2.564  0.15
H  3.654  -1.495  -1.346  0.08
N  -4.433  0.852  6.672  -0.71
C  -3.961  0.716  5.619  0.56
N  -3.553  0.458  4.441  -0.67
C  -2.673  0.932  3.670  0.33
N  -1.904  1.272  2.865  -0.63
C  1.731  3.589  0.766  -1.12
C  1.493  4.771  0.565  0.01
C  1.192  6.144  0.381  0.42
C  2.177  7.140  0.447  -0.57
C  1.852  8.471  0.268  -0.34
C  0.541  8.844  0.009  -0.41
C  -0.444  7.869  -0.059  -0.48
C  -0.129  6.542  0.133  -0.50
H  3.205  6.859  0.646  0.43
H  2.627  9.229  0.326  0.34
H  0.287  9.886  -0.137  0.37
H  -1.470  8.153  -0.260  0.36
H  -0.895  5.781  0.089  0.54



DFT (ωB97M-V/def2-TZVPD) results for a cluster of 8 separate species, C17H53N7O8 in total.

As for the structure (SMILES): COC[C@H](C)N.COC[C@H](C)N.COC[C@H](C)N.NC(N)=O.NC(N)=O.CO.CO.CO. The frontier orbital gap comes out at 9.6 eV. The HOMO energy comes out at -9.138 eV. As for the lowest unoccupied orbital energy: 0.51 eV. Its total charge is 0.

Last column: Mulliken charge in e.
Positions of all 85 atoms, in Å:
C  -0.935  -2.820  3.433  -0.93
O  -0.976  -1.401  3.596  -0.32
C  0.210  -0.934  4.183  -0.43
C  0.168  0.579  4.442  0.41
C  -0.424  1.371  3.302  -0.64
N  1.485  1.097  4.844  -0.70
H  -0.830  -3.316  4.401  0.37
H  -0.086  -3.090  2.797  0.32
H  -1.867  -3.109  2.954  0.29
H  0.437  -1.483  5.106  0.29
H  1.062  -1.132  3.501  0.15
H  -0.488  0.686  5.318  0.35
H  0.278  1.483  2.466  0.01
H  -0.707  2.373  3.624  0.40
H  -1.297  0.879  2.879  -0.12
H  1.849  0.492  5.577  0.32
H  2.113  0.930  4.056  0.13
C  7.365  -0.144  2.497  -0.82
O  6.142  -0.023  1.799  -0.27
C  5.422  1.121  2.163  -0.81
C  4.235  1.281  1.227  0.22
C  3.232  0.162  1.408  -0.01
N  4.638  1.332  -0.201  -0.64
H  7.258  0.137  3.546  0.34
H  8.126  0.478  2.009  0.30
H  7.688  -1.179  2.413  0.23
H  5.018  1.065  3.185  0.41
H  6.064  2.012  2.079  0.44
H  3.736  2.228  1.446  0.30
H  3.697  -0.818  1.269  0.34
H  2.404  0.186  0.691  -0.06
H  2.743  0.177  2.387  -0.72
H  4.865  0.376  -0.475  0.35
H  5.546  1.794  -0.236  0.22
C  -5.179  2.248  -6.278  -0.79
O  -4.333  2.271  -5.161  -0.35
C  -3.115  1.580  -5.364  -0.71
C  -2.342  1.521  -4.056  0.96
C  -1.879  2.893  -3.601  -1.50
N  -1.177  0.628  -4.123  -0.49
H  -5.608  3.235  -6.452  0.26
H  -5.990  1.521  -6.150  0.26
H  -4.680  1.959  -7.212  0.35
H  -3.312  0.558  -5.727  0.41
H  -2.528  2.081  -6.150  0.35
H  -3.027  1.088  -3.316  -0.39
H  -1.462  2.776  -2.596  0.32
H  -2.688  3.615  -3.535  0.36
H  -1.074  3.241  -4.250  0.40
H  -0.571  0.988  -4.859  0.30
H  -1.448  -0.299  -4.441  0.23
N  -1.416  -0.324  -1.278  0.08
C  -0.899  -0.694  -0.064  0.31
N  -1.892  -0.882  0.860  0.00
O  0.289  -0.890  0.163  -0.24
H  -2.408  -0.180  -1.240  -0.02
H  -0.811  -0.126  -2.058  0.02
H  -2.807  -0.511  0.671  0.02
H  -1.653  -1.129  1.810  0.12
N  3.073  -4.647  -1.242  -0.39
C  2.013  -3.806  -0.988  0.57
N  2.110  -3.063  0.154  -0.19
O  1.033  -3.785  -1.708  -0.64
H  3.880  -4.661  -0.648  0.15
H  3.044  -5.250  -2.040  0.23
H  2.975  -2.973  0.656  0.21
H  1.408  -2.345  0.313  0.05
C  1.881  0.394  -2.416  -0.34
O  3.218  0.852  -2.660  -0.65
H  1.398  1.095  -1.725  0.20
H  1.319  0.431  -3.343  0.18
H  1.871  -0.601  -1.968  0.17
H  3.496  1.278  -1.834  0.42
C  -4.452  0.877  2.974  0.01
O  -5.728  0.267  3.114  -0.53
H  -3.903  0.405  2.160  -0.32
H  -4.613  1.919  2.695  0.31
H  -3.920  0.864  3.927  0.28
H  -5.577  -0.671  3.259  0.30
C  -5.085  -1.385  -1.518  -0.59
O  -5.081  -0.593  -0.338  -0.43
H  -4.342  -1.110  -2.273  0.13
H  -4.919  -2.421  -1.233  0.26
H  -6.062  -1.359  -2.016  0.34
H  -5.201  0.331  -0.576  0.28



DFT (ωB97M-V/def2-TZVPD) results for a structure of composition C20H26Br2FeN3O2Si.

The frontier orbital gap (spin up / spin down) comes out at 7.8 / 7.8 eV. The HOMO energy (spin up / spin down) comes out at -10.237 / -10.299 eV. As for the lowest unoccupied orbital energy (spin up / spin down): -2.47 / -2.54 eV. Its total charge is +1.

Last column: natural (NBO) charge in e.
Positions of all 55 atoms, in Å:
Fe  -0.077  -0.101  0.132  0.99
O  -1.481  -3.901  4.716  -0.62
C  -1.047  -3.089  3.747  0.38
C  0.125  -2.337  3.832  -0.32
C  0.469  -1.531  2.772  0.08
N  -0.260  -1.434  1.652  -0.53
C  -1.377  -2.161  1.601  0.18
Br  -2.377  -1.947  0.013  0.16
C  -1.822  -3.001  2.593  -0.32
H  -0.891  -3.887  5.479  0.50
H  0.754  -2.375  4.711  0.24
H  1.369  -0.932  2.802  0.22
H  -2.738  -3.563  2.497  0.26
O  -0.111  0.959  -1.578  -0.71
C  0.425  0.423  -2.777  -0.10
C  0.845  -1.000  -2.498  0.21
C  1.402  -1.771  -3.508  -0.23
C  1.801  -3.064  -3.223  -0.13
C  1.627  -3.550  -1.935  -0.24
C  1.064  -2.721  -0.988  0.06
N  0.682  -1.465  -1.254  -0.50
H  -0.314  1.900  -1.600  0.53
H  1.288  1.005  -3.112  0.21
H  -0.328  0.435  -3.569  0.21
H  1.519  -1.356  -4.500  0.24
H  2.240  -3.683  -3.993  0.24
H  1.924  -4.554  -1.667  0.24
H  0.913  -3.056  0.030  0.21
Br  5.697  0.240  -0.757  0.11
C  4.202  0.745  0.267  -0.13
C  4.324  1.614  1.338  -0.17
C  3.174  1.933  2.040  -0.22
C  1.965  1.388  1.647  0.04
N  1.850  0.548  0.610  -0.46
C  2.960  0.231  -0.062  0.02
H  5.286  2.026  1.609  0.25
H  3.205  2.607  2.885  0.24
H  1.042  1.632  2.154  0.25
H  2.868  -0.457  -0.891  0.21
C  -1.258  4.372  0.340  -1.12
Si  -1.464  3.094  1.707  1.66
C  -0.214  3.486  3.065  -1.12
C  -3.170  3.318  2.457  -1.11
C  -1.263  1.391  1.045  -1.41
H  -1.415  5.390  0.701  0.24
H  -1.982  4.199  -0.462  0.23
H  -0.255  4.326  -0.095  0.22
H  -0.455  4.452  3.514  0.25
H  0.810  3.559  2.690  0.21
H  -0.239  2.744  3.869  0.23
H  -3.316  4.332  2.835  0.24
H  -3.326  2.623  3.286  0.23
H  -3.947  3.122  1.715  0.24
H  -2.092  1.135  0.363  0.22
H  -1.296  0.730  1.925  0.21



DFT (ωB97M-V/def2-TZVPD) results for an isolated molecule of C6H8O2.

As for the structure (SMILES): C#C/C(=C\OC)OC. The frontier orbital gap comes out at 9.8 eV. The HOMO energy comes out at -8.838 eV. As for the lowest unoccupied orbital energy: 0.95 eV. Its total charge is 0. The value obtained for the energy relative to the best compared isomer or geometry (same formula, charge and spin) is 6.616 eV.

Last column: natural (NBO) charge in e.
Positions of all 16 atoms, in Å:
C  0.265  2.222  -0.062  -0.24
C  0.106  1.038  -0.212  -0.09
C  -0.416  -0.435  -0.402  0.16
C  0.386  -1.420  -0.111  0.14
O  1.852  -1.360  0.160  -0.52
C  2.594  -0.112  -0.063  -0.28
O  -1.738  -0.610  -0.639  -0.52
C  -2.834  -0.374  0.279  -0.27
H  0.420  3.324  0.089  0.26
H  0.061  -2.518  -0.111  0.22
H  2.687  0.298  -1.051  0.18
H  2.208  0.763  0.446  0.20
H  3.641  -0.343  0.030  0.20
H  -3.071  -0.659  1.327  0.20
H  -3.766  -0.575  -0.259  0.21
H  -2.392  0.761  0.580  0.18



no.,largest force on an atom (eV/Å)
1,2.86
2,1.34
3,1.56
4,5.49